1.
Molecular formula: C4H10N4
Method: DFT, wB97M-V/def2-TZVPD

Last column: Löwdin charge in e.
Geometry (Å):
H (-2.78, -1.33, -0.10)  0.030
N (-2.40, -0.37, -0.25)  0.076
C (-1.08, -0.62, -0.13)  -0.456
N (-0.46, -1.77, 0.19)  0.156
C (-0.35, 0.60, -0.03)  -0.527
N (-0.94, 1.90, -0.29)  0.014
C (0.53, 0.63, 1.10)  -0.097
C (1.20, 0.47, -0.23)  -0.311
N (2.02, -0.57, -0.53)  0.032
H (-1.09, -2.66, 0.06)  0.173
H (0.45, -1.70, 0.10)  -0.006
H (-2.07, 1.71, -0.02)  0.147
H (-0.72, 2.13, -1.47)  0.173
H (0.46, -0.19, 1.69)  0.079
H (0.53, 1.60, 1.58)  0.119
H (1.57, 1.67, -0.30)  0.183
H (2.88, -0.67, 0.09)  0.136
H (2.23, -0.85, -1.45)  0.078

Its electronic energy is -10266.7903 eV. As for the lowest unoccupied orbital energy: 0.8176 eV. As for the HOMO energy: -8.58 eV.

2.
Molecular formula: C4H10N4O
Method: DFT, wB97M-V/def2-TZVPD

Last column: Löwdin charge in e.
Geometry (Å):
N (1.39, 0.70, 1.14)  0.141
C (1.54, 0.40, -0.20)  -0.571
N (1.03, 1.31, -1.10)  0.109
N (2.36, -0.50, -0.66)  -0.015
O (3.09, -1.19, 0.35)  -0.113
H (1.69, -0.02, 1.78)  0.084
H (0.52, 1.14, 1.38)  0.070
H (0.06, 1.54, -0.91)  0.048
H (1.19, 1.07, -2.06)  0.090
H (3.94, -1.37, -0.06)  0.078
C (-1.25, -1.88, -0.51)  0.056
C (-1.85, -0.90, 0.15)  -0.237
N (-1.45, 0.44, 0.11)  -0.066
C (-2.27, 1.36, 0.39)  -0.024
H (-0.28, -1.71, -0.95)  0.049
H (-1.66, -2.87, -0.54)  0.055
H (-2.83, -1.09, 0.61)  0.098
H (-3.32, 1.19, 0.62)  0.078
H (-1.90, 2.38, 0.46)  0.070

Its electronic energy is -12315.3653 eV. As for the lowest unoccupied orbital energy: 0.2891 eV. As for the HOMO energy: -7.94 eV.

3.
Molecular formula: C4H10N4O
Method: DFT, wB97M-V/def2-TZVPD

Last column: Löwdin charge in e.
Geometry (Å):
C (2.30, -1.34, -0.04)  -0.074
N (1.13, -0.48, -0.15)  -0.199
C (1.31, 0.74, -0.84)  -0.204
N (1.10, 1.93, -0.43)  -0.013
O (0.78, 2.13, 0.85)  -0.049
N (0.27, -0.53, 0.97)  0.023
C (-0.98, -0.24, 0.86)  -0.122
C (-1.73, 0.15, -0.39)  -0.267
N (-3.18, -0.03, -0.40)  -0.003
H (3.00, -0.95, 0.73)  0.092
H (2.85, -1.36, -1.03)  0.101
H (2.06, -2.36, 0.21)  0.073
H (1.63, 0.63, -1.87)  0.122
H (0.81, 1.32, 1.36)  0.048
H (-1.48, -0.24, 1.83)  0.115
H (-1.28, -0.33, -1.28)  0.119
H (-1.52, 1.21, -0.51)  0.111
H (-3.46, -0.93, 0.02)  0.083
H (-3.62, 0.69, 0.12)  0.046

Its electronic energy is -12314.4195 eV. As for the lowest unoccupied orbital energy: 0.8360 eV. As for the HOMO energy: -8.53 eV.

4.
Molecular formula: C4H10N4O
Method: DFT, wB97M-V/def2-TZVPD

Last column: Löwdin charge in e.
Geometry (Å):
H (-0.96, -1.64, -1.50)  0.062
N (-0.25, -2.02, -0.88)  0.117
C (0.14, -1.33, 0.11)  -0.554
N (0.03, -1.68, 1.44)  0.132
N (0.74, -0.01, -0.07)  -0.214
C (1.34, 0.20, -1.40)  -0.051
O (1.78, 0.25, 0.87)  -0.030
H (-0.14, -0.93, 2.10)  0.091
H (-0.70, -2.36, 1.60)  0.105
H (0.56, 0.07, -2.14)  0.083
H (2.13, -0.53, -1.59)  0.093
H (1.78, 1.19, -1.45)  0.083
H (1.97, -0.57, 1.36)  0.097
C (-2.13, 0.32, 0.72)  0.031
C (-1.15, 1.03, 0.37)  -0.293
N (-0.84, 2.33, 0.04)  0.067
H (-3.04, 0.47, 1.26)  0.019
H (-1.41, 2.76, -0.68)  0.093
H (0.15, 2.45, -0.16)  0.067

Its electronic energy is -12311.9147 eV. As for the lowest unoccupied orbital energy: 0.7019 eV. As for the HOMO energy: -8.19 eV.

5.
Molecular formula: C4H10N5
Method: DFT, wB97M-V/def2-TZVPD

Last column: Löwdin charge in e.
Geometry (Å):
C (1.99, -1.49, -0.20)  -0.088
C (0.61, -1.53, -0.12)  -0.047
C (-1.69, 1.39, 0.14)  0.069
C (-2.16, -1.03, 0.24)  -0.034
N (2.59, -0.32, -0.12)  0.079
N (2.00, 0.70, 0.28)  -0.056
N (0.09, -0.31, 0.03)  0.036
N (2.46, 1.80, -0.18)  0.101
N (-1.13, -0.06, 0.09)  -0.200
H (2.64, -2.31, -0.38)  0.108
H (0.01, -2.38, -0.41)  0.119
H (-2.38, 1.30, -0.69)  0.095
H (-2.19, 1.58, 0.99)  0.052
H (-0.81, 2.12, 0.05)  0.118
H (-2.08, -1.98, -0.32)  0.095
H (-1.91, -1.51, 1.27)  0.151
H (-3.15, -0.54, 0.09)  0.117
H (2.25, 2.69, 0.35)  0.160
H (2.86, 1.86, -1.10)  0.124

Its electronic energy is -11747.5038 eV. Its multiplicity is 3. As for the lowest unoccupied orbital energy (alpha / beta): -3.5323 / -6.6773 eV. As for the HOMO energy (alpha / beta): -10.95 / -13.55 eV. Its total charge is +1.

6.
Molecular formula: C4H10NO
Method: DFT, wB97M-V/def2-TZVPD

Last column: Löwdin charge in e.
Geometry (Å):
C (-0.29, -1.25, -1.06)  -0.082
C (0.67, -0.49, -0.01)  -0.531
N (2.01, -0.38, -0.61)  -0.025
C (0.08, 0.71, 0.42)  -0.197
C (-1.57, 0.91, 0.98)  -0.523
O (-1.45, 0.97, 2.27)  -0.347
H (0.32, -1.76, -1.78)  0.030
H (-0.83, -0.58, -1.66)  0.019
H (-1.22, -1.82, -0.63)  0.098
H (0.81, -1.28, 0.72)  0.124
H (2.73, -0.50, 0.22)  0.099
H (2.25, 0.57, -0.88)  0.039
H (0.10, 1.63, -0.42)  0.133
H (0.43, 1.12, 1.38)  0.074
H (-2.31, 0.26, 0.56)  0.044
H (-1.73, 1.91, 0.51)  0.047

Its electronic energy is -7845.3041 eV. As for the lowest unoccupied orbital energy: 4.3001 eV. As for the HOMO energy: -2.14 eV. Its total charge is -1.

7.
Molecular formula: C4H10NO
Method: DFT, wB97M-V/def2-TZVPD

Last column: Löwdin charge in e.
Geometry (Å):
C (-1.65, 0.21, 1.05)  -0.141
C (-1.09, -1.06, 0.38)  -0.280
C (0.10, -0.69, -0.56)  -0.319
N (1.22, 0.03, 0.06)  -0.070
C (1.68, 1.29, -0.68)  -0.571
O (2.75, 1.03, -1.44)  -0.356
H (-2.63, 0.03, 1.52)  0.048
H (-1.04, 0.27, 1.97)  0.061
H (-1.56, 1.13, 0.46)  0.067
H (-0.62, -1.65, 1.16)  0.085
H (-1.86, -1.55, -0.24)  0.088
H (-0.28, -0.25, -1.51)  0.103
H (0.44, -1.74, -0.83)  0.101
H (1.91, -0.64, -0.27)  0.059
H (0.78, 1.63, -1.25)  0.065
H (1.84, 1.97, 0.18)  0.060

Its electronic energy is -7846.6071 eV. As for the lowest unoccupied orbital energy: 3.9929 eV. As for the HOMO energy: -2.45 eV. Its total charge is -1.

8.
Molecular formula: C4H10NO
Method: DFT, wB97M-V/def2-TZVPD

Last column: Löwdin charge in e.
Geometry (Å):
C (1.23, -0.87, -1.39)  -0.143
N (1.39, 0.48, -0.82)  -0.144
C (0.13, 1.02, -0.30)  -0.286
C (-0.33, 0.47, 1.06)  -0.222
C (-1.65, -0.34, 1.03)  -0.587
O (-1.97, -0.91, 2.21)  -0.381
H (1.72, -0.92, -2.37)  0.053
H (0.18, -1.13, -1.45)  0.057
H (1.70, -1.64, -0.77)  0.066
H (2.01, 0.39, -0.02)  0.073
H (-0.65, 0.85, -1.05)  0.097
H (0.21, 2.11, -0.26)  0.085
H (0.48, -0.13, 1.49)  0.091
H (-0.48, 1.31, 1.76)  0.093
H (-2.43, 0.38, 0.67)  0.079
H (-1.53, -1.08, 0.21)  0.068

Its electronic energy is -7846.6779 eV. As for the lowest unoccupied orbital energy: 4.0313 eV. As for the HOMO energy: -2.17 eV. Its total charge is -1.

9.
Molecular formula: C4H10NO
Method: DFT, wB97M-V/def2-TZVPD

Last column: Löwdin charge in e.
Geometry (Å):
C (2.07, 0.08, 0.31)  -0.184
N (0.79, -0.33, 0.84)  -0.116
C (-0.31, -0.36, -0.11)  -0.424
C (-0.51, 0.87, -1.03)  -0.099
C (-1.73, -0.71, 0.46)  -0.521
O (-2.64, -0.83, -0.52)  -0.371
H (2.15, 1.09, -0.13)  0.060
H (2.79, -0.02, 1.11)  0.057
H (2.37, -0.63, -0.48)  0.071
H (0.58, 0.23, 1.66)  0.089
H (-0.09, -1.22, -0.76)  0.124
H (0.33, 1.07, -1.70)  0.043
H (-0.80, 1.74, -0.44)  0.063
H (-1.42, 0.49, -1.54)  0.059
H (-1.97, 0.12, 1.19)  0.074
H (-1.62, -1.59, 1.13)  0.075

Its electronic energy is -7846.8742 eV. As for the lowest unoccupied orbital energy: 3.9856 eV. As for the HOMO energy: -2.27 eV. Its total charge is -1.

10.
Molecular formula: C4H10NO
Method: DFT, wB97M-V/def2-TZVPD

Last column: Löwdin charge in e.
Geometry (Å):
C (-2.59, 1.23, 0.26)  -0.495
O (-1.25, 1.03, 0.11)  -0.430
H (-3.00, 1.99, -0.45)  0.003
H (-3.16, 0.29, 0.12)  0.022
H (-2.90, 1.67, 1.26)  0.017
C (1.26, -0.04, -1.38)  -0.179
C (1.92, -0.90, -0.28)  -0.473
C (0.29, -1.04, 1.38)  -0.338
N (0.87, -1.70, 0.37)  -0.231
H (1.98, 0.72, -1.76)  0.024
H (0.85, -0.66, -2.17)  0.035
H (0.45, 0.52, -0.87)  0.024
H (2.36, -0.21, 0.46)  0.054
H (2.70, -1.59, -0.66)  0.040
H (0.88, -0.81, 2.32)  -0.051
H (-0.67, -0.49, 1.28)  -0.021

Its electronic energy is -7840.3152 eV. Its multiplicity is 2. As for the lowest unoccupied orbital energy (alpha / beta): 7.3987 / 7.3676 eV. As for the HOMO energy (alpha / beta): 3.51 / 2.37 eV. Its total charge is -2.

11.
Molecular formula: C4H10NO
Method: DFT, wB97M-V/def2-TZVPD

Last column: Löwdin charge in e.
Geometry (Å):
C (0.54, -1.58, 0.43)  -0.240
C (-0.80, 0.04, -0.52)  0.032
C (-2.07, 0.36, 0.09)  -0.008
C (1.61, 0.51, -0.44)  0.014
N (0.47, -0.08, 0.28)  -0.097
O (-0.42, -2.03, -0.45)  -0.062
H (1.54, -1.94, 0.16)  0.140
H (0.34, -1.85, 1.48)  0.142
H (-0.64, 0.23, -1.57)  0.155
H (-2.19, -0.07, 1.08)  0.112
H (-2.87, 0.02, -0.57)  0.125
H (-2.17, 1.45, 0.16)  0.128
H (2.51, 0.42, 0.16)  0.119
H (1.75, -0.03, -1.38)  0.125
H (1.42, 1.56, -0.65)  0.118
H (0.37, 0.39, 1.18)  0.198

Its electronic energy is -7837.4682 eV. As for the lowest unoccupied orbital energy (alpha / beta): -5.7899 / -5.7890 eV. As for the HOMO energy (alpha / beta): -14.33 / -14.33 eV. Its total charge is +1.

12.
Molecular formula: C4H10NO
Method: DFT, wB97M-V/def2-TZVPD

Last column: Löwdin charge in e.
Geometry (Å):
C (-1.45, 1.30, -0.40)  0.045
C (-0.94, -0.08, -0.24)  -0.217
O (-1.65, -1.16, -0.36)  0.218
N (0.47, -0.31, -0.02)  -0.116
C (1.04, -1.59, 0.17)  -0.021
C (1.29, 0.81, 0.35)  -0.054
H (-0.61, 1.84, -0.91)  0.120
H (-2.40, 1.35, -0.86)  0.093
H (-1.58, 1.67, 0.66)  0.142
H (-2.55, -1.27, -0.49)  0.139
H (1.19, -1.83, 1.15)  0.088
H (1.98, -1.72, -0.33)  0.120
H (0.36, -2.25, -0.26)  0.079
H (2.25, 0.39, 0.84)  0.131
H (0.75, 1.49, 1.10)  0.126
H (1.85, 1.39, -0.41)  0.108

Its electronic energy is -7839.8867 eV. As for the lowest unoccupied orbital energy: -4.1496 eV. As for the HOMO energy: -14.81 eV. Its total charge is +1.

13.
Molecular formula: C4H10NO
Method: DFT, wB97M-V/def2-TZVPD

Last column: Löwdin charge in e.
Geometry (Å):
C (-0.33, -1.43, 0.46)  0.161
C (1.22, -0.20, -0.85)  0.007
C (1.11, 0.23, 1.55)  -0.040
C (-2.45, 0.43, -0.26)  0.029
N (0.63, -0.50, 0.47)  -0.235
O (-3.55, 0.33, -0.95)  0.012
H (-0.55, -1.83, -0.48)  0.084
H (1.87, 0.65, -0.71)  0.098
H (0.38, 0.01, -1.60)  0.129
H (1.66, -1.10, -1.23)  0.105
H (2.17, 0.47, 1.51)  0.108
H (0.97, -0.10, 2.58)  0.122
H (0.65, 1.26, 1.36)  0.144
H (-1.97, 1.40, -0.57)  0.043
H (-1.12, -1.39, 1.26)  0.121
H (-4.05, -0.48, -0.81)  0.112

Its electronic energy is -7836.5895 eV. As for the lowest unoccupied orbital energy: -4.9326 eV. As for the HOMO energy: -12.97 eV. Its total charge is +1.

14.
Molecular formula: C4H10NO
Method: DFT, wB97M-V/def2-TZVPD

Last column: Löwdin charge in e.
Geometry (Å):
C (0.77, -0.81, 1.08)  -0.049
C (0.86, -0.58, -0.42)  -0.327
C (1.83, 0.24, -1.12)  -0.054
C (-2.09, 0.10, 0.42)  0.048
N (-0.10, 0.18, 0.42)  0.009
O (-2.53, 1.30, 0.03)  0.062
H (0.36, -1.61, 1.68)  0.110
H (1.68, -0.43, 1.78)  0.175
H (0.34, -1.35, -1.09)  0.174
H (1.28, 0.83, -1.82)  0.084
H (2.62, -0.49, -1.64)  0.161
H (2.27, 0.85, -0.35)  0.082
H (-2.33, -0.74, -0.23)  0.136
H (-2.04, -0.10, 1.42)  0.088
H (0.24, 1.14, 0.49)  0.154
H (-3.17, 1.47, -0.67)  0.148

Its electronic energy is -7837.9408 eV. As for the lowest unoccupied orbital energy: -3.8673 eV. As for the HOMO energy: -15.30 eV. Its total charge is +1.

15.
Molecular formula: C4H10NO
Method: DFT, wB97M-V/def2-TZVPD

Last column: Löwdin charge in e.
Geometry (Å):
C (1.29, -2.48, 0.29)  -0.082
C (-1.10, 1.33, -1.21)  0.029
C (0.01, -2.76, 0.11)  -0.082
C (-0.76, 1.78, 0.35)  -0.137
N (0.39, 1.14, 0.74)  0.170
O (1.35, 1.89, 1.19)  0.227
H (2.08, 1.39, 1.47)  0.145
H (2.04, -3.28, 0.30)  0.066
H (1.53, -1.41, 0.22)  0.019
H (-1.95, 2.09, -1.51)  0.142
H (-0.24, 1.66, -1.87)  0.100
H (-1.33, 0.29, -1.42)  0.068
H (-0.40, -3.76, 0.21)  0.056
H (-0.69, -1.97, -0.15)  0.025
H (-1.53, 1.29, 0.83)  0.140
H (-0.67, 2.80, 0.46)  0.114

Its electronic energy is -7835.1241 eV. As for the lowest unoccupied orbital energy: -7.8547 eV. As for the HOMO energy: -13.25 eV. Its total charge is +1.

16.
Molecular formula: C4H10NO
Method: DFT, wB97M-V/def2-TZVPD

Last column: Löwdin charge in e.
Geometry (Å):
C (1.14, 0.97, 0.95)  -0.006
C (-1.78, -0.64, 0.90)  -0.011
C (1.89, -0.41, -0.86)  -0.061
C (-1.52, -0.12, -0.43)  -0.090
N (0.85, 0.19, 0.02)  -0.112
O (-1.80, 1.09, -0.82)  0.184
H (0.28, 1.55, 1.37)  0.101
H (2.16, 1.02, 1.42)  0.118
H (-0.77, -1.12, 1.10)  0.123
H (-2.37, -1.52, 0.74)  0.110
H (-1.96, 0.02, 1.77)  0.122
H (1.74, -1.43, -0.96)  0.063
H (2.95, -0.23, -0.62)  0.102
H (1.78, 0.08, -1.77)  0.061
H (-1.13, -0.87, -1.20)  0.179
H (-1.45, 1.41, -1.61)  0.117

Its electronic energy is -7838.3965 eV. As for the lowest unoccupied orbital energy: -4.8686 eV. As for the HOMO energy: -14.41 eV. Its total charge is +1.

17.
Molecular formula: C4H10NO
Method: DFT, wB97M-V/def2-TZVPD

Last column: Löwdin charge in e.
Geometry (Å):
C (3.16, -0.21, 0.63)  -0.058
C (2.57, 0.63, -0.19)  -0.112
C (-0.77, -0.15, -0.24)  -0.138
C (-3.03, 0.38, 0.16)  0.000
N (-1.94, -0.57, 0.07)  0.064
O (-0.02, -1.00, -0.86)  0.177
H (3.13, -0.17, 1.70)  0.060
H (3.87, -1.00, 0.34)  0.072
H (2.73, 0.56, -1.31)  0.092
H (1.76, 1.25, 0.23)  0.046
H (-0.41, 0.87, -0.08)  0.173
H (-3.84, -0.04, 0.68)  0.090
H (-2.62, 1.19, 0.63)  0.074
H (-3.43, 0.71, -0.85)  0.137
H (-2.07, -1.59, 0.21)  0.213
H (0.89, -0.87, -1.12)  0.109

Its electronic energy is -7839.1338 eV. As for the lowest unoccupied orbital energy: -4.4761 eV. As for the HOMO energy: -14.14 eV. Its total charge is +1.

18.
Molecular formula: C4H10NO
Method: DFT, wB97M-V/def2-TZVPD

Last column: Löwdin charge in e.
Geometry (Å):
C (1.72, -0.06, -0.31)  -0.016
C (0.49, -0.89, -0.06)  -0.304
C (0.46, -2.21, -0.01)  0.119
C (-1.88, -0.54, 0.26)  0.190
N (-0.72, -0.08, 0.00)  0.106
H (1.92, -0.01, -1.38)  0.101
H (1.59, 0.96, 0.05)  0.074
H (2.59, -0.46, 0.20)  0.094
H (-0.41, -2.80, 0.23)  0.075
H (1.33, -2.81, -0.21)  0.098
H (-2.72, 0.13, 0.35)  0.128
H (-2.05, -1.60, 0.37)  0.112
H (-0.71, 0.95, -0.03)  0.105
H (-1.20, 3.37, 0.46)  0.066
H (0.12, 3.32, -0.17)  0.089
O (-0.54, 2.72, 0.22)  -0.038

Its electronic energy is -7840.1145 eV. As for the lowest unoccupied orbital energy: -5.1257 eV. As for the HOMO energy: -14.37 eV. Its total charge is +1.

19.
Molecular formula: C4H10NO
Method: DFT, wB97M-V/def2-TZVPD

Last column: Löwdin charge in e.
Geometry (Å):
C (0.73, 0.07, 0.70)  -0.105
C (-0.57, 0.08, 1.05)  -0.058
C (-1.51, 1.01, 0.66)  -0.074
C (1.68, -0.77, 1.37)  -0.047
N (-0.28, -0.83, -2.55)  0.004
O (-1.30, 2.27, 0.65)  0.205
H (1.28, 0.84, 0.07)  0.164
H (-0.90, -0.93, 1.40)  0.160
H (-2.49, 0.65, 0.39)  0.161
H (2.40, -1.06, 0.62)  0.101
H (1.23, -1.54, 1.97)  0.095
H (2.20, 0.14, 1.95)  0.182
H (-0.35, -1.82, -2.81)  0.022
H (0.70, -0.55, -2.50)  0.007
H (-0.70, -0.27, -3.29)  0.018
H (-2.11, 2.71, 0.34)  0.164

Its electronic energy is -7838.8920 eV. As for the lowest unoccupied orbital energy: -5.6214 eV. As for the HOMO energy: -13.49 eV. Its total charge is +1.

20.
Molecular formula: C4H10NO
Method: DFT, wB97M-V/def2-TZVPD

Last column: Löwdin charge in e.
Geometry (Å):
C (2.25, 0.06, 0.57)  -0.064
C (-2.47, 0.17, 0.14)  -0.003
C (1.58, -0.54, -0.62)  0.108
C (-1.06, 0.41, -0.44)  -0.226
N (-0.25, -0.58, -0.10)  -0.147
O (-0.54, -1.50, 0.62)  0.232
H (3.19, 0.30, 0.31)  0.064
H (1.95, 1.10, 0.76)  0.107
H (2.07, -0.52, 1.50)  0.119
H (-3.23, -0.14, -0.49)  0.075
H (-2.24, -0.48, 0.98)  0.089
H (-3.00, 0.98, 0.54)  0.076
H (1.79, -1.61, -0.89)  0.146
H (1.59, 0.11, -1.42)  0.088
H (-0.65, 1.39, 0.03)  0.172
H (-0.97, 0.85, -1.48)  0.164

Its electronic energy is -7834.0923 eV. Its multiplicity is 3. As for the lowest unoccupied orbital energy (alpha / beta): -4.3537 / -8.3086 eV. As for the HOMO energy (alpha / beta): -13.93 / -16.54 eV. Its total charge is +1.